<i>
34
Properties=species:S:1:pos:R:3 method="wB97M-V/def2-TZVPD" total_charge=0 smiles="[H]/N=C1/OC[C@@H](CCn2cc(C)c(=O)[nH]c2=O)N1C" homo_energy_ha=-0.3201 homo_lumo_gap_ev=8.852
O 0.0632 4.1044 -2.1444
O -0.4205 -1.1799 3.6376
O 1.7372 1.9343 1.1754
N -2.3310 -2.6148 3.5019
N 1.4274 0.6654 -0.6283
N 0.8958 3.0273 -0.4967
N -1.3536 -1.6801 1.6411
C 0.1901 -0.3000 2.6899
C 1.9101 -0.5838 -0.0218
C -1.4425 -1.8417 2.9881
C 0.5029 1.7709 -2.5742
C 1.3939 1.8817 0.0158
C -2.3861 -2.1216 0.6861
C 0.7681 -1.4732 0.4770
C 0.9512 0.6125 -1.9507
C 0.0644 1.7617 -4.0474
C 0.4925 3.0159 -1.7820
C -0.2895 -0.7666 1.3003
H -3.3988 -1.7414 0.9637
H -0.1901 0.7302 2.8645
H 0.8154 3.8529 0.0393
H -2.0802 -1.7241 -0.2951
H -0.6894 0.0947 0.7806
H 2.5564 -0.3887 0.8156
H 2.5005 -1.1323 -0.7653
H 1.2998 -0.3128 2.7638
H -2.8662 -3.1947 2.8681
H -1.0032 1.8227 -4.1495
H 1.1806 -2.3210 1.0643
H 0.4727 2.6418 -4.5795
H 0.2654 -1.8725 -0.4048
H 0.9763 -0.2870 -2.5648
H -2.3975 -3.2457 0.6748
H 0.3848 0.8653 -4.5435



<ii>
34
Properties=species:S:1:pos:R:3 method="wB97M-V/def2-TZVPD" total_charge=0 smiles="O=C(O)[C@H](Cc1c[nH]cn1)NC(=O)[C@@H]1CCCN1" homo_energy_ha=-0.2932 homo_lumo_gap_ev=8.407
O -1.4398 -3.5791 -1.1818
O 0.6407 -3.0001 -1.1401
O 2.2159 -1.3097 0.4276
N 3.2139 1.0673 -0.5389
N -2.8504 0.6194 3.2203
N -0.0273 -0.6616 0.0624
N -2.4951 0.6507 0.9831
C -1.0639 -1.8752 0.3055
C 1.2937 -0.5397 0.2793
C -2.5935 1.4462 2.1081
C 2.1760 2.3177 -2.2472
C -3.1278 -0.6010 2.7040
C -2.5747 -1.5224 0.2282
C 1.1388 1.3754 -1.5330
C -0.6174 -2.8782 -0.7632
C -2.8395 -0.6099 1.2838
C 1.6764 0.8776 -0.3203
C 3.6063 1.7159 -1.8580
H 0.8072 0.3248 -1.9447
H 1.2267 -2.4456 -0.6325
H 4.0333 0.8586 -2.4160
H 0.0925 1.8529 -1.2059
H -2.7480 -1.3119 -0.9357
H 4.4069 2.6725 -1.9616
H 2.0985 2.1848 -3.2325
H -2.8047 2.4877 2.1138
H 1.5584 1.5844 0.5331
H 2.0326 3.2733 -1.6973
H 3.6874 0.2813 -0.0981
H -3.1323 -1.3314 3.6822
H -0.7949 -2.4253 1.3926
H -0.6648 0.1686 -0.0070
H -3.1867 -2.5926 0.2608
H -2.9443 0.9248 4.1292



Most stable pick: <i>. Distance to second place: 486.8 kJ/mol.